The following is a DFT calculation (ωB97M-V with the def2-TZVPD basis set) of a molecular structure, C14H10ClO8Zn at a distorted geometry.

Frontier orbital gap, eV: 8.824
Energy, Eh: -3380.82486
Charge: -1
E_HOMO, eV: -6.00

Last column: Löwdin charge in e.
CARTESIAN COORDINATES (ANGSTROEM)
Zn  -1.23078  -1.77109  1.17313  0.789
Cl  -1.94081  -3.94367  2.36673  0.745
O  -2.40144  1.80634  -0.31620  0.044
O  -0.89686  -4.70961  2.90654  -0.250
O  -1.87506  -2.55417  2.89375  -0.362
O  2.70374  -1.86563  -0.37450  0.028
O  -1.68839  -3.67394  0.88808  -0.381
O  -2.09465  -0.00069  1.09708  -0.131
O  -3.24801  -4.42651  2.50839  -0.260
O  0.82081  -1.70106  0.88776  -0.082
C  0.25800  1.21156  2.06135  -0.015
C  1.28979  0.27435  -1.94496  -0.052
C  -0.39390  -1.36357  -1.85654  -0.050
C  0.70297  0.88747  -3.03298  -0.090
C  0.18162  2.68972  0.15725  -0.040
C  -0.39128  1.65893  0.88257  -0.146
C  -1.12342  -0.70202  -2.84564  -0.095
C  -0.53495  0.38932  -3.50865  -0.094
C  0.83904  -0.88619  -1.31076  -0.136
C  2.12236  2.71595  1.63279  -0.139
C  1.58762  1.65071  2.32864  -0.078
C  1.44878  3.22786  0.55121  -0.102
C  1.50685  -1.57487  -0.20008  -0.609
C  -1.77529  1.12335  0.48073  -0.564
H  -0.31663  3.02522  -0.78219  0.122
H  -0.13570  0.44433  2.65419  0.078
H  1.15819  1.75087  -3.56647  0.108
H  -2.07083  -1.13738  -3.14200  0.098
H  3.09336  3.21705  1.87524  0.108
H  2.18329  1.13288  3.12284  0.114
H  2.27070  0.56348  -1.64580  0.109
H  1.86260  4.06033  -0.06795  0.103
H  -1.23027  0.86889  -4.29539  0.120
H  -0.68143  -2.38823  -1.57817  0.110

Cartesian forces, eV/Å:
1.6 2.7 -1.1
0.3 2.1 -1.8
-0.5 -1.1 0.5
-0.1 -0.8 0.3
-0.1 -0.5 1.0
-1.3 0.0 0.6
-0.2 -1.2 0.7
-0.3 0.1 -1.0
-0.5 -1.0 0.5
-0.8 -0.6 0.0
2.2 1.2 -1.9
1.3 -0.7 0.3
0.8 -0.6 0.8
-1.4 0.1 -1.2
1.2 0.6 -0.6
-0.2 0.1 1.4
1.4 -0.1 -0.1
-1.7 0.6 0.1
-3.3 0.7 -2.7
1.3 0.8 -0.1
-1.0 -0.9 1.2
-1.8 0.5 -1.7
1.9 0.2 0.5
1.3 0.0 0.4
0.4 -0.2 1.0
-0.7 -0.9 0.7
-0.2 -0.7 0.7
0.1 0.2 -0.2
-0.8 -0.9 0.0
-0.7 0.7 -0.6
0.6 0.7 0.3
-0.3 -0.8 0.7
1.8 -0.5 1.1
-0.4 0.5 0.3